(1)
This record from the OMol25 dataset describes a 2-piece molecular cluster, C5H12O2 overall. The level of theory is ωB97M-V/def2-TZVPD.

For the total energy, the calculation gives -348.1296 hartree. As for the SMILES: C/C=C(/O)CCO.[H][H]. The molecular weight is 104.15 g/mol. For the energy relative to the best compared isomer or geometry (same formula, charge and spin), the calculation gives 2.048 eV. The calculation puts the HOMO-LUMO gap at 8.8 eV.

Bonds (Å) are listed after each position.
Geometry (Å):
1 C -1.7367 0.0930 -2.3473  C2 1.501, H8 1.098, H9 1.097, H10 1.094
2 C -1.9093 0.1791 -0.8585  C1 1.501, C3 1.336, H11 1.089
3 C -0.9690 0.0562 0.0829  C2 1.336, O4 1.367, C5 1.509
4 O -1.3400 0.1164 1.3976  C3 1.367, H12 0.972
5 C 0.5012 -0.1862 -0.1580  C3 1.509, C6 1.524, H13 1.093, H14 1.098
6 C 1.4106 0.7614 0.6159  C5 1.524, O7 1.430, H15 1.099, H16 1.098
7 O 1.3000 0.4404 2.0054  C6 1.430, H17 0.965
8 H -2.2925 -0.7589 -2.7598  C1 1.098
9 H -2.1228 0.9919 -2.8439  C1 1.097
10 H -0.6928 -0.0269 -2.6533  C1 1.094
11 H -2.9241 0.3322 -0.4944  C2 1.089
12 H -0.5360 0.1577 1.9425  O4 0.972
13 H 0.7318 -0.0924 -1.2221  C5 1.093
14 H 0.7591 -1.2120 0.1382  C5 1.098
15 H 1.1116 1.8037 0.4377  C6 1.099
16 H 2.4509 0.6355 0.2868  C6 1.098
17 H 1.7330 1.1295 2.5239  O7 0.965
18 H 2.3881 -2.5540 1.8835  H19 0.745
19 H 2.1370 -1.8667 2.0230  H18 0.745


(2)
This record from the OMol25 dataset describes a 3-piece molecular cluster, C5H12O2 overall in a non-equilibrium geometry. The level of theory is ωB97M-V/def2-TZVPD.

For the total energy, the calculation gives -348.0925 hartree. As for the SMILES: C=CCC=C.O.O. The molecular weight is 104.15 g/mol. For the energy relative to the best compared isomer or geometry (same formula, charge and spin), the calculation gives 3.057 eV. The calculation puts the HOMO-LUMO gap at 9.8 eV.

Bonds (Å) are listed after each position.
Geometry (Å):
1 C 3.6209 -3.1525 -1.1977  C2 1.339, H6 1.086, H7 1.077
2 C 3.1140 -2.2223 -0.3790  C1 1.339, C3 1.550, H8 1.084
3 C 2.2165 -2.4619 0.8624  C2 1.550, C4 1.507, H9 1.094, H10 1.076
4 C 1.2968 -1.3075 1.1656  C3 1.507, C5 1.326, H11 1.083
5 C 1.7313 -0.1096 1.5319  C4 1.326, H12 1.086, H13 1.094
6 H 3.9226 -2.8331 -2.1910  C1 1.086
7 H 4.1463 -4.0313 -0.8627  C1 1.077
8 H 3.1375 -1.1905 -0.7089  C2 1.084
9 H 2.8889 -2.5277 1.7225  C3 1.094
10 H 1.7330 -3.3952 0.6338  C3 1.076
11 H 0.2539 -1.4674 0.9196  C4 1.083
12 H 1.1683 0.8095 1.3963  C5 1.086
13 H 2.7868 0.0441 1.7767  C5 1.094
14 O -3.9944 2.9931 -1.6701  H15 0.972, H16 0.968
15 H -4.0824 2.0858 -2.0074  O14 0.972
16 H -3.9998 3.4683 -2.5133  O14 0.968
17 O -5.1424 4.0847 0.4371  H18 0.959, H19 0.973
18 H -6.0226 4.1715 0.0663  O17 0.959
19 H -4.5043 4.0986 -0.2972  O17 0.973


(3)
This record from the OMol25 dataset describes one molecule with the formula C5H12O2 in a non-equilibrium geometry. The level of theory is ωB97M-V/def2-TZVPD.

For the total energy, the calculation gives -348.1680 hartree. As for the SMILES: CC[C@@H](O)[C@@H](C)O. The molecular weight is 104.15 g/mol. For the energy relative to the best compared isomer or geometry (same formula, charge and spin), the calculation gives 1.002 eV. The calculation puts the HOMO-LUMO gap at 10.9 eV.

Bonds (Å) are listed after each position.
Geometry (Å):
1 C -1.0075 -2.2445 0.8022  C2 1.590, H8 1.110, H9 1.100, H10 1.081
2 C 0.1948 -1.2329 0.5589  C1 1.590, C3 1.523, H11 1.096, H12 1.097
3 C -0.0779 -0.0867 -0.4057  C2 1.523, O4 1.423, C5 1.558, H13 1.103
4 O -1.4209 0.3039 -0.1440  C3 1.423, H14 0.981
5 C 0.8658 1.1210 -0.1236  C3 1.558, C6 1.526, O7 1.410, H15 1.103
6 C 0.9297 2.0795 -1.3091  C5 1.526, H16 1.095, H17 1.095, H18 1.097
7 O 0.4139 1.7684 1.0451  C5 1.410, H19 0.972
8 H -1.8547 -1.9808 1.4694  C1 1.110
9 H -1.4704 -2.6726 -0.0990  C1 1.100
10 H -0.5319 -3.0526 1.3401  C1 1.081
11 H 0.4520 -0.7675 1.5175  C2 1.096
12 H 1.0788 -1.7888 0.2239  C2 1.097
13 H 0.0215 -0.3869 -1.4625  C3 1.103
14 H -1.7533 -0.4943 0.3204  O4 0.981
15 H 1.8857 0.7670 0.1005  C5 1.103
16 H -0.0844 2.3635 -1.6108  C6 1.095
17 H 1.4808 2.9863 -1.0380  C6 1.095
18 H 1.4324 1.6135 -2.1658  C6 1.097
19 H -0.5543 1.7045 0.9806  O7 0.972


(4)
This record from the OMol25 dataset describes a 2-piece molecular cluster, C5H12O2 overall. The level of theory is ωB97M-V/def2-TZVPD.

For the total energy, the calculation gives -348.1582 hartree. As for the SMILES: CC/C=C(\C)O.O. The molecular weight is 104.15 g/mol. For the energy relative to the best compared isomer or geometry (same formula, charge and spin), the calculation gives 1.269 eV. The calculation puts the HOMO-LUMO gap at 9.4 eV.

Bonds (Å) are listed after each position.
Geometry (Å):
1 C 2.2427 0.3921 1.0438  C2 1.531, H7 1.095, H8 1.098, H9 1.096
2 C 1.1101 0.7358 0.0728  C1 1.531, C3 1.508, H10 1.101, H11 1.099
3 C 0.3091 -0.4648 -0.3636  C2 1.508, C4 1.334, H12 1.091
4 C -0.8984 -0.4333 -0.9294  C3 1.334, C5 1.505, O6 1.379
5 C -1.6302 0.8219 -1.3237  C4 1.505, H13 1.097, H14 1.099, H15 1.096
6 O -1.4455 -1.6292 -1.3444  C4 1.379, H16 0.965
7 H 1.8319 -0.0007 1.9800  C1 1.095
8 H 2.9164 -0.3608 0.6149  C1 1.098
9 H 2.8403 1.2826 1.2702  C1 1.096
10 H 0.4571 1.4863 0.5435  C2 1.101
11 H 1.5263 1.2024 -0.8312  C2 1.099
12 H 0.7690 -1.4473 -0.2462  C3 1.091
13 H -1.3806 1.0133 -2.3741  C5 1.097
14 H -2.7222 0.7300 -1.2437  C5 1.099
15 H -1.3110 1.6891 -0.7334  C5 1.096
16 H -2.4080 -1.5960 -1.2915  O6 0.965
17 O -0.7423 -0.9283 2.0693  H18 0.968, H19 0.972
18 H -0.4388 -1.8329 1.9075  O17 0.968
19 H -1.0258 -0.6603 1.1793  O17 0.972


(5)
This record from the OMol25 dataset describes one molecule with the formula C5H12O2. The level of theory is ωB97M-V/def2-TZVPD.

For the total energy, the calculation gives -348.1598 hartree. As for the SMILES: CO[C@@H](C)CCO. The molecular weight is 104.15 g/mol. For the energy relative to the best compared isomer or geometry (same formula, charge and spin), the calculation gives 1.226 eV. The calculation puts the HOMO-LUMO gap at 11.0 eV.

Bonds (Å) are listed after each position.
Geometry (Å):
1 C -1.4610 -0.4584 1.6284  O2 1.409, H8 1.098, H9 1.093, H10 1.100
2 O -0.1898 -0.2788 1.0488  C1 1.409, C3 1.431
3 C -0.2018 0.3964 -0.2132  O2 1.431, C4 1.523, C5 1.523, H11 1.101
4 C -0.6567 1.8450 -0.0961  C3 1.523, H12 1.095, H13 1.095, H14 1.095
5 C 1.2148 0.2578 -0.7541  C3 1.523, C6 1.556, H15 1.096, H16 1.099
6 C 1.5934 -1.2301 -1.0076  C5 1.556, O7 1.414, H17 1.091, H18 1.100
7 O 0.5212 -2.1400 -0.8585  C6 1.414, H19 0.968
8 H -1.8843 0.4817 2.0048  C1 1.098
9 H -1.3390 -1.1417 2.4722  C1 1.093
10 H -2.1705 -0.9013 0.9136  C1 1.100
11 H -0.8831 -0.1497 -0.8832  C3 1.101
12 H -0.0324 2.3996 0.6127  C4 1.095
13 H -1.6982 1.9195 0.2329  C4 1.095
14 H -0.5887 2.3289 -1.0760  C4 1.095
15 H 1.8967 0.7049 -0.0219  C5 1.096
16 H 1.3121 0.8647 -1.6656  C5 1.099
17 H 1.9288 -1.3463 -2.0394  C6 1.091
18 H 2.4199 -1.5388 -0.3504  C6 1.100
19 H 0.2187 -2.0136 0.0526  O7 0.968


(6)
This record from the OMol25 dataset describes a 2-piece molecular cluster, C5H12O2 overall. The level of theory is ωB97M-V/def2-TZVPD.

For the total energy, the calculation gives -348.1556 hartree. As for the SMILES: CC[C@H]1O[C@@H]1C.O. The molecular weight is 104.15 g/mol. For the energy relative to the best compared isomer or geometry (same formula, charge and spin), the calculation gives 1.339 eV. The calculation puts the HOMO-LUMO gap at 11.5 eV.

Bonds (Å) are listed after each position.
Geometry (Å):
1 C 2.1546 0.9569 0.9627  C2 1.529, H7 1.097, H8 1.096, H9 1.094
2 C 1.0343 -0.0418 1.2539  C1 1.529, C3 1.508, H10 1.098, H11 1.097
3 C 0.5261 -0.6835 -0.0129  C2 1.508, O4 1.430, C5 1.463, H12 1.093
4 O -0.7754 -1.2753 0.0323  C3 1.430, C5 1.437
5 C -0.5794 -0.1040 -0.7760  C3 1.463, O4 1.437, C6 1.503, H13 1.092
6 C -0.7528 -0.2876 -2.2573  C5 1.503, H14 1.094, H15 1.095, H16 1.095
7 H 2.9927 0.4760 0.4444  C1 1.097
8 H 1.7968 1.7771 0.3295  C1 1.096
9 H 2.5433 1.3906 1.8893  C1 1.094
10 H 1.3906 -0.8234 1.9374  C2 1.098
11 H 0.1946 0.4594 1.7508  C2 1.097
12 H 1.2508 -1.2935 -0.5591  C3 1.093
13 H -1.0557 0.7785 -0.3445  C5 1.092
14 H -0.3604 -1.2575 -2.5751  C6 1.094
15 H -1.8132 -0.2438 -2.5273  C6 1.095
16 H -0.2316 0.5035 -2.8062  C6 1.095
17 O -2.7742 0.1686 1.3750  H18 0.972, H19 0.965
18 H -2.1097 -0.5190 1.1988  O17 0.972
19 H -3.4313 0.0188 0.6843  O17 0.965